[1]
Here is C17H22Cl2I2N2O2SiW as an isolated structure from OMol25. Energies are from ωB97M-V/def2-TZVPD.

Last column: Löwdin spin population.
Cartesian coordinates (Å):
W (-0.89, 1.06, -0.28)  0.8699
I (-1.73, 0.84, 4.51)  0.0489
I (4.13, 0.52, 5.45)  0.2219
Cl (-0.21, 3.29, -0.75)  -0.0019
Cl (-3.33, 0.53, -0.05)  0.0253
Si (-0.90, -2.39, 0.48)  -0.0003
O (-0.68, -0.78, -0.08)  -0.0033
O (-0.58, 1.35, 1.67)  0.2164
N (-0.70, 0.77, -2.42)  0.0200
N (1.29, 0.82, -0.51)  0.0014
C (0.83, 0.75, -4.24)  -0.0004
C (0.45, 1.17, 2.43)  0.1708
C (2.81, 0.98, 2.81)  0.0613
C (1.79, 1.19, 1.92)  0.0557
C (0.20, 0.94, 3.83)  0.0910
C (0.26, -2.51, 1.93)  0.0012
C (-2.66, -2.61, 1.01)  0.0001
C (-1.72, 0.60, -3.28)  0.0103
C (0.57, 0.84, -2.89)  0.0019
C (2.57, 0.78, 4.20)  0.1835
C (-0.42, -3.48, -0.92)  -0.0003
C (-2.68, 2.21, -0.08)  0.0047
C (1.25, 0.75, 4.69)  -0.0022
C (2.14, 1.52, 0.49)  0.0055
C (-0.22, 0.58, -5.13)  0.0005
C (-1.52, 0.49, -4.64)  0.0013
C (1.69, 1.11, -1.91)  0.0049
H (-3.36, -2.53, 0.17)  0.0000
H (-2.71, 0.54, -2.85)  0.0014
H (-2.85, 2.69, 0.87)  0.0035
H (0.17, -3.49, 2.40)  0.0003
H (-0.57, -4.53, -0.65)  0.0000
H (-3.07, 2.75, -0.94)  0.0047
H (1.31, -2.39, 1.63)  0.0000
H (-2.78, -3.62, 1.42)  0.0000
H (1.07, 0.58, 5.74)  -0.0019
H (3.84, 0.99, 2.46)  0.0001
H (-1.03, -3.29, -1.81)  0.0000
H (0.03, -1.76, 2.70)  0.0009
H (1.85, 0.81, -4.60)  0.0000
H (0.63, -3.37, -1.20)  0.0000
H (-2.97, -1.91, 1.78)  0.0003
H (2.02, 2.59, 0.31)  0.0014
H (-2.36, 0.36, -5.30)  0.0002
H (-0.03, 0.51, -6.19)  0.0000
H (2.57, 0.51, -2.17)  0.0002
H (1.96, 2.16, -1.98)  0.0001
H (1.38, -0.18, -0.35)  0.0004
H (3.18, 1.26, 0.31)  0.0004

## Properties
ΔE to the lowest compared entry with this formula, charge and spin ... 0.0000 eV
Maximum force ... 0.0162 hartree/bohr
Highest occupied orbital energy (spin up / spin down) ... -14.7 / -14.8 eV
<S²> ... 2.025
Lowest unoccupied orbital energy (spin up / spin down) ... -0.2647 / -0.3417 Ha
Charge ... +2
Total energy ... -2792.937061 Eh
Multiplicity ... 3
Kohn-Sham gap (spin up / spin down) ... 7.495 / 5.475 eV



[2]
Here is C17H22Cl3N4O4Rh as an isolated structure in a non-equilibrium geometry from OMol25. Energies are from ωB97M-V/def2-TZVPD.

Last column: Löwdin spin population.
Cartesian coordinates (Å):
Rh (0.76, 0.13, 0.61)  2.5723
Cl (-0.33, -3.23, -2.21)  0.0243
Cl (3.52, 0.70, -2.25)  0.0479
Cl (2.97, -2.60, -6.39)  0.1146
O (-1.23, 0.82, -0.38)  0.0376
O (0.39, 2.33, 0.73)  0.0929
O (-0.92, -1.25, 1.13)  0.0853
O (1.36, -1.26, -1.08)  0.2743
N (2.59, -0.19, 1.67)  0.0672
N (-1.04, 4.03, 1.18)  0.0054
N (-2.89, -2.27, 0.56)  0.0058
N (4.48, 0.01, 2.83)  0.0048
C (1.04, -2.50, -2.98)  0.1028
C (1.40, -2.78, -4.24)  0.0090
C (3.34, 0.59, 2.45)  0.0158
C (-0.78, 2.78, 0.82)  0.0104
C (-4.16, -2.29, -0.15)  0.0012
C (4.41, -1.28, 2.34)  0.0039
C (0.07, 4.92, 1.55)  0.0008
C (2.73, -0.68, -2.97)  0.1616
C (3.13, -1.06, -4.22)  -0.0035
C (-2.05, -0.30, -0.74)  0.0027
C (2.47, -2.08, -4.85)  0.2077
C (-1.96, -1.31, 0.41)  0.0084
C (-1.85, 1.77, 0.46)  0.0038
C (-2.42, 4.50, 1.50)  0.0013
C (3.29, -1.37, 1.60)  0.0078
C (-2.79, -3.21, 1.67)  0.0009
C (1.73, -1.46, -2.23)  0.1311
H (-2.68, 2.22, -0.09)  0.0009
H (3.87, -0.56, -4.82)  -0.0029
H (-4.56, -3.31, -0.10)  0.0002
H (-3.06, 3.65, 1.49)  0.0001
H (-2.19, 1.26, 1.38)  -0.0004
H (-4.00, -2.01, -1.18)  0.0001
H (5.15, -2.03, 2.51)  0.0004
H (-1.61, -0.74, -1.63)  0.0004
H (-2.69, 5.33, 0.80)  0.0001
H (5.16, 0.35, 3.51)  0.0005
H (3.12, 1.59, 2.67)  0.0009
H (2.94, -2.18, 0.97)  0.0014
H (-4.87, -1.60, 0.33)  0.0002
H (-2.67, -4.23, 1.25)  0.0001
H (-1.92, -2.97, 2.28)  0.0002
H (-3.07, 0.02, -0.98)  0.0006
H (0.28, 4.87, 2.63)  0.0001
H (0.86, -3.52, -4.83)  -0.0018
H (-3.74, -3.08, 2.21)  0.0001
H (-2.35, 4.87, 2.52)  0.0002
H (0.98, 4.67, 0.98)  0.0002
H (-0.24, 5.93, 1.29)  0.0001

## Properties
ΔE to the lowest compared entry with this formula, charge and spin ... 0.6319 eV
Maximum force ... 0.0452 hartree/bohr
Highest occupied orbital energy (spin up / spin down) ... -13.9 / -14.8 eV
<S²> ... 6.031
Lowest unoccupied orbital energy (spin up / spin down) ... -0.1670 / -0.2903 Ha
Charge ... +2
Total energy ... -2671.541331 Eh
Multiplicity ... 5
Kohn-Sham gap (spin up / spin down) ... 9.360 / 6.877 eV



[3]
Here is C17H22IN4NiO2 as an isolated structure from OMol25. Energies are from ωB97M-V/def2-TZVPD.

Last column: Löwdin spin population.
Cartesian coordinates (Å):
I (0.04, -1.47, -2.18)  0.0455
Ni (-0.59, 0.01, 0.18)  1.6857
O (-0.35, 1.60, 1.23)  0.0816
O (3.91, -0.39, 3.78)  0.0001
N (-1.81, -1.26, 1.24)  0.0572
N (1.59, 3.61, 3.41)  -0.0009
N (1.16, -0.77, 0.76)  0.0457
N (-2.21, 0.98, -0.71)  0.0394
C (0.61, 3.18, 2.66)  0.0054
C (-0.63, 4.02, 2.53)  0.0006
C (2.89, 1.66, 2.93)  -0.0015
C (1.50, -2.11, 0.41)  0.0034
C (2.50, -4.24, 0.95)  -0.0001
C (1.41, -3.95, -1.17)  0.0004
C (1.84, 1.16, 2.10)  0.0040
C (1.11, -2.65, -0.81)  0.0034
C (2.02, -0.12, 1.49)  -0.0014
C (-2.89, -0.54, 1.95)  0.0037
C (-3.84, 0.16, 0.98)  0.0002
C (-3.25, 1.37, 0.27)  0.0014
C (0.67, 1.93, 1.96)  0.0040
C (2.70, 2.87, 3.55)  0.0035
C (2.19, -2.94, 1.30)  0.0033
C (2.12, -4.75, -0.29)  0.0027
C (4.16, 0.88, 3.17)  -0.0001
H (-4.22, -0.56, 0.25)  0.0000
H (-1.50, 3.47, 2.88)  0.0002
H (4.84, 1.48, 3.78)  0.0000
H (-0.81, 4.28, 1.48)  0.0002
H (-2.42, 0.19, 2.60)  0.0002
H (-2.77, 2.03, 0.99)  -0.0001
H (-1.22, -1.75, 1.91)  0.0008
H (-4.71, 0.49, 1.55)  -0.0001
H (-4.05, 1.92, -0.23)  0.0013
H (2.97, -0.61, 1.68)  0.0013
H (-2.64, 0.45, -1.47)  0.0017
H (1.11, -4.34, -2.13)  0.0005
H (3.03, -4.87, 1.65)  0.0000
H (2.47, -2.56, 2.27)  0.0002
H (3.63, -0.24, 4.68)  0.0000
H (2.36, -5.77, -0.56)  0.0001
H (-3.45, -1.24, 2.58)  0.0023
H (3.47, 3.28, 4.19)  0.0002
H (4.67, 0.67, 2.23)  0.0000
H (-0.51, 4.93, 3.11)  0.0000
H (-2.21, -1.99, 0.65)  0.0018
H (-1.83, 1.83, -1.13)  0.0019

## Properties
ΔE to the lowest compared entry with this formula, charge and spin ... 0.0000 eV
Maximum force ... 0.0016 hartree/bohr
Highest occupied orbital energy (spin up / spin down) ... -10.8 / -10.9 eV
<S²> ... 2.006
Lowest unoccupied orbital energy (spin up / spin down) ... -0.1198 / -0.1204 Ha
Charge ... +1
Total energy ... -2836.364795 Eh
Multiplicity ... 3
Kohn-Sham gap (spin up / spin down) ... 7.580 / 7.576 eV



- Which value of ΔE to the lowest compared entry with this formula, charge and spin does entry 1 give?
  0.0000 eV



- What is the total energy in the first record?
  -2792.937061 Eh



- What is the multiplicity in the third record?
  3